Below is a cluster of 15 separate species, C50H65BClN18O2PS4 in total in a non-equilibrium geometry, with properties calculated with the ωB97M-V functional and the def2-TZVPD basis.

XYZ file:
```
142
Properties=species:S:1:pos:R:3:forces:R:3
N -3.0900 -5.0869 1.5554 2.69 1.27 2.07
B -1.5996 -4.9428 1.3686 0.58 -0.71 -0.11
O -0.7213 -6.1361 1.2659 -1.15 1.65 1.92
C -0.8045 -3.4955 1.3109 1.27 3.57 -0.02
C -0.9987 -2.5413 2.5916 1.91 1.33 -2.43
C -0.2676 -1.1058 2.7279 0.73 -3.10 -3.91
Cl -0.5015 -0.0422 4.2087 0.44 -1.58 -2.36
C 0.6904 -0.6922 1.4887 -2.22 -2.71 0.71
C 0.8514 -1.6459 0.1860 -1.63 -0.81 2.86
C 0.1153 -3.0617 0.0468 -0.05 3.04 4.09
S 2.0172 -0.9531 -1.1303 0.23 -0.03 2.42
C 3.3933 -0.2153 -0.0639 1.58 1.36 2.73
C 4.9570 -0.3309 -0.4416 -1.44 1.27 3.28
C 5.4136 -1.0878 -1.7953 0.20 0.03 -0.46
C 6.3373 -0.1773 -2.7969 -0.09 -0.07 -0.34
C 5.9247 1.3898 -2.7278 0.08 -1.15 0.21
S 6.8801 2.2633 -4.1056 -0.08 0.74 1.33
C 5.9699 0.3297 0.6366 -3.44 -0.54 0.75
S 7.8240 0.2218 0.2851 -1.47 -0.49 0.92
C 5.4365 1.0345 1.9993 -1.90 -0.55 -2.42
S 6.7028 1.7219 3.2184 -1.03 -0.23 -1.04
C 3.8875 1.1647 2.3399 0.38 -1.72 -2.58
C 3.2482 1.8831 3.6352 -1.43 2.57 2.04
C 2.6828 3.4033 3.5527 -0.12 -3.77 4.79
C 2.0630 3.8624 4.9656 0.79 -1.42 -0.55
C 2.0303 3.0033 6.2901 1.34 -0.91 -3.92
N 2.5535 1.6493 6.2973 -0.16 2.98 -4.02
C 3.0878 1.1720 5.0382 -0.11 0.96 -1.05
C 2.8589 0.5147 1.2840 3.83 -0.10 -0.28
N 1.3935 0.6190 1.6043 1.15 -1.35 -2.28
P 0.6101 1.9082 0.6735 -1.38 1.13 -0.70
O -0.8882 1.5398 0.1837 10.87 4.50 2.61
H -3.1822 -5.6897 2.4129 -0.28 0.20 -1.37
H -3.4016 -4.1409 1.8970 0.03 -1.17 -0.78
H -0.1926 -6.1813 2.1192 -0.64 0.24 -1.76
H -1.7006 -2.9052 3.4522 1.53 0.82 -1.75
H 0.2665 -3.7310 -0.8872 -0.42 1.48 1.94
H 4.4844 -1.4029 -2.4396 1.53 0.71 1.65
H 5.9964 -2.0873 -1.5981 -1.19 1.98 0.04
H 6.1616 -0.6277 -3.8678 0.29 1.04 1.94
H 7.4768 -0.2822 -2.5995 -2.08 0.19 -0.09
H 6.2268 1.7972 -1.6897 -0.72 -0.49 -2.02
H 4.7906 1.4717 -2.9322 1.84 0.09 0.46
H 7.3407 3.4434 -3.4705 -0.79 -1.54 -0.47
H 8.3113 -0.6622 1.2628 -1.01 0.81 -0.74
H 7.3088 2.8110 2.5885 -0.88 -1.09 -0.07
H 2.6939 4.0437 2.5961 0.00 -1.12 1.87
H 1.5934 4.9320 5.0164 1.01 -2.21 -0.09
H 1.5613 3.4297 7.2731 1.07 -0.94 -2.14
H 3.4705 0.0626 5.0588 -0.87 2.54 0.12
H 0.5795 3.0736 1.5519 0.81 -0.94 -0.38
H 1.3740 2.3352 -0.4901 0.49 -0.45 1.24
C 2.1795 -5.6958 -2.0078 -0.25 -0.14 -0.07
C 3.5121 -5.0865 -1.9184 0.37 0.21 0.04
N 4.5601 -4.6074 -1.8478 -0.80 -0.36 -0.05
H 2.1935 -6.7436 -1.6947 0.19 0.18 0.01
H 1.4565 -5.1780 -1.3725 0.35 -0.06 0.00
H 1.7914 -5.6682 -3.0300 0.25 0.09 0.08
C -4.6985 -0.2790 -0.1516 -0.43 -0.08 0.13
C -3.3588 0.3188 -0.0708 -0.23 -0.11 0.16
N -2.2998 0.7939 -0.0048 -10.74 -5.37 -2.16
H -4.6928 -1.3267 0.1628 0.21 0.14 -0.03
H -5.4146 0.2468 0.4872 0.24 0.06 0.04
H -5.0917 -0.2495 -1.1714 0.29 0.03 0.11
C -2.7064 0.8113 -4.2199 0.52 0.17 0.12
C -3.8162 -0.0320 -3.7608 -0.14 -0.11 0.06
N -4.6904 -0.6960 -3.3991 0.58 0.52 -0.38
H -1.9758 0.9861 -3.4243 -0.23 -0.26 0.13
H -2.1702 0.3532 -5.0564 -0.25 -0.11 0.06
H -3.0571 1.7908 -4.5582 -0.06 -0.43 0.17
C -6.9409 1.4020 -5.9273 -0.12 -0.09 -0.03
C -5.6025 2.0003 -5.8459 0.35 0.13 -0.03
N -4.5495 2.4709 -5.7809 -1.17 -0.06 -0.33
H -6.9342 0.3543 -5.6138 0.19 0.20 0.05
H -7.6561 1.9259 -5.2887 0.35 -0.02 -0.10
H -7.3349 1.4324 -6.9472 0.22 0.11 0.09
C 1.5002 -1.0957 8.4801 0.01 0.10 -0.26
C 1.6769 -1.4033 9.9050 0.00 -0.08 0.35
N 1.8167 -1.6462 11.0258 -0.06 0.13 -0.87
H 2.1126 -0.2428 8.1721 -0.01 -0.07 0.16
H 1.7822 -1.9419 7.8466 0.02 0.00 0.23
H 0.4607 -0.8489 8.2466 0.10 -0.07 0.24
C 3.9493 -4.4719 8.9805 0.07 0.01 0.29
C 3.5699 -4.4140 7.5630 -0.09 0.01 -0.40
N 3.2714 -4.3685 6.4482 0.23 -0.05 0.86
H 3.6589 -5.4222 9.4374 -0.06 0.09 -0.26
H 5.0296 -4.3657 9.1137 -0.14 0.02 -0.25
H 3.4719 -3.6755 9.5590 -0.04 -0.04 -0.23
C -2.6966 1.6370 -9.3307 0.00 0.14 -0.17
C -1.9871 0.7223 -8.4278 0.22 -0.34 0.25
N -1.4280 0.0028 -7.7163 -0.52 0.56 -0.56
H -2.3533 1.5309 -10.3639 0.10 -0.19 0.21
H -3.7744 1.4519 -9.3272 0.20 -0.05 0.18
H -2.5471 2.6815 -9.0457 0.01 -0.30 0.12
C 6.6827 -2.4392 4.0382 0.15 -0.17 -0.21
C 5.9092 -1.6033 4.9645 -0.16 0.18 0.18
N 5.3011 -0.9465 5.6933 0.62 -0.64 -0.46
H 6.8149 -3.4536 4.4251 -0.16 0.21 0.13
H 6.1898 -2.5249 3.0654 -0.12 0.16 0.20
H 7.6804 -2.0272 3.8610 -0.19 0.14 0.17
C -10.3159 2.8842 -3.3274 -0.05 0.22 0.21
C -10.0718 1.7662 -4.2476 -0.04 -0.36 -0.23
N -9.8798 0.8869 -4.9712 -0.21 0.74 0.60
H -11.3829 3.1069 -3.2378 0.12 -0.20 -0.16
H -9.9446 2.6669 -2.3219 0.02 -0.17 -0.22
H -9.8211 3.7994 -3.6648 0.00 -0.24 -0.12
C 10.3001 3.8129 -0.7134 0.28 0.05 0.02
C 8.8811 3.4700 -0.8680 -0.40 -0.05 -0.03
N 7.7652 3.2003 -0.9895 1.08 0.50 0.30
H 10.8907 3.4815 -1.5724 -0.28 -0.04 0.03
H 10.4458 4.8926 -0.6171 -0.25 -0.13 -0.03
H 10.7327 3.3468 0.1765 -0.27 -0.04 -0.08
C -0.3328 -8.1416 4.3748 0.15 -0.16 -0.21
C -1.1009 -7.2981 5.2993 -0.22 0.25 0.28
N -1.7054 -6.6345 6.0257 0.46 -0.51 -0.64
H -0.2046 -9.1554 4.7647 -0.12 0.22 0.11
H -0.8273 -8.2288 3.4028 -0.12 0.11 0.19
H 0.6670 -7.7359 4.1942 -0.15 0.10 0.20
C -3.9514 3.4434 2.5083 0.33 0.07 -0.01
C -5.3724 3.0998 2.3722 -0.35 -0.09 -0.03
N -6.4904 2.8296 2.2649 0.83 0.24 0.09
H -3.3705 3.1078 1.6439 -0.23 -0.11 0.02
H -3.8039 4.5234 2.5980 -0.27 -0.12 -0.02
H -3.5077 2.9816 3.3950 -0.26 -0.05 -0.10
C -3.1832 -3.1134 -9.9385 -0.08 -0.14 0.27
C -2.6927 -2.4084 -11.1302 0.15 0.20 -0.32
N -2.3073 -1.8542 -12.0671 -0.33 -0.42 0.76
H -3.0727 -4.1971 -10.0365 0.07 0.19 -0.20
H -2.6386 -2.8125 -9.0388 0.06 0.13 -0.26
H -4.2428 -2.9115 -9.7575 0.15 0.10 -0.21
C -4.5202 6.4711 -7.3730 -0.04 0.22 0.21
C -4.2800 5.3542 -8.2950 0.07 -0.34 -0.24
N -4.0909 4.4757 -9.0197 -0.23 0.84 0.56
H -5.5866 6.6967 -7.2823 0.12 -0.20 -0.16
H -4.1489 6.2509 -6.3681 0.01 -0.20 -0.23
H -4.0230 7.3854 -7.7092 0.00 -0.25 -0.13
C -8.5691 5.3403 4.1114 -0.06 -0.23 -0.15
C -8.2114 6.4620 4.9892 0.08 0.34 0.26
N -7.9301 7.3440 5.6794 -0.21 -0.71 -0.56
H -8.4031 5.5834 3.0582 0.07 0.12 0.22
H -7.9770 4.4483 4.3347 0.02 0.23 0.06
H -9.6222 5.0647 4.2179 0.13 0.20 0.14
```
Positions in Å, forces in eV/Å.

Calculated values
Total charge: 0
Lowest unoccupied orbital energy (eV): -0.50
Kohn-Sham gap (eV): 6.13
DFT total energy (eV): -149625.058

Atom charges from the Mulliken analysis, given in e for atoms 1 to 6: atom 1 (N): -0.60, atom 2 (B): 0.41, atom 3 (O): -0.59, atom 4 (C): 0.27, atom 5 (C): -0.40, atom 6 (C): 0.03